Molecular formula: C33H66Br6O11
Method: DFT, ωB97M-V/def2-TZVPD

The geometry in XYZ format:
```
116
Properties=species:S:1:pos:R:3:forces:R:3
C 3.055271 3.158607 0.260547 -0.11 0.45 -0.51
C 3.785182 2.297054 -0.729772 0.51 -0.24 0.43
O 3.595478 1.101344 -0.809393 -0.28 0.16 -0.14
C 4.867009 2.959586 -1.554266 -0.12 0.11 -0.21
H 2.541148 3.972382 -0.266832 -0.08 -0.17 -0.02
H 3.761939 3.665745 0.921476 -0.07 -0.26 -0.16
H 2.343006 2.571101 0.824913 -0.12 -0.05 0.14
H 5.654747 2.239176 -1.760878 -0.06 -0.05 -0.08
H 5.294857 3.839573 -1.074797 -0.09 -0.02 0.13
H 4.432358 3.298375 -2.500199 0.03 -0.08 0.00
C 0.275321 -1.868538 -3.866933 -0.30 0.11 -0.08
C 1.629004 -2.054865 -4.501813 -0.33 0.32 -0.39
O 2.095106 -3.140484 -4.721603 0.26 -0.60 0.08
C 2.339410 -0.786991 -4.892913 0.17 0.18 0.42
H -0.265408 -1.069078 -4.381920 0.09 0.11 0.21
H 0.409040 -1.587796 -2.818288 -0.07 0.12 -0.05
H -0.342361 -2.761225 -3.922193 0.23 -0.21 0.04
H 3.387799 -0.974026 -5.104640 0.00 -0.10 -0.12
H 2.272204 -0.085353 -4.059020 -0.02 0.16 -0.06
H 1.857214 -0.327176 -5.757718 -0.05 -0.05 0.02
C -5.578906 -1.416985 2.629159 0.22 -0.41 -0.32
C -4.459491 -0.573905 3.204244 -0.14 -0.79 0.13
O -4.437235 0.617187 3.063419 -0.10 0.70 -0.14
C -3.338726 -1.278844 3.920433 0.23 0.15 0.52
H -5.303213 -2.471986 2.531270 0.11 0.09 0.20
H -5.806486 -1.069625 1.620223 -0.17 0.22 0.22
H -6.453303 -1.372241 3.279141 -0.04 0.17 -0.05
H -2.707679 -1.743097 3.160194 0.06 -0.08 0.12
H -3.651278 -2.049425 4.628748 -0.26 -0.13 -0.31
H -2.762771 -0.554006 4.499512 0.06 0.05 -0.28
C -5.089135 -2.781066 -1.399179 -0.54 0.41 0.59
C -4.021742 -1.764944 -1.109343 0.18 -0.09 -0.55
O -4.203745 -0.880664 -0.311150 0.07 0.27 0.37
C -2.714220 -1.925249 -1.843360 0.65 0.30 0.83
H -4.943425 -3.615247 -0.707259 0.15 -0.25 -0.36
H -5.115923 -3.077475 -2.441330 0.12 -0.32 -0.02
H -6.045127 -2.339567 -1.110480 0.00 -0.02 -0.15
H -2.034468 -1.113917 -1.571148 -0.24 0.21 -0.15
H -2.830867 -1.960277 -2.923075 -0.04 -0.28 -0.03
H -2.215450 -2.815796 -1.437948 -0.24 -0.23 -0.46
C 0.419636 -0.912679 0.521332 -1.06 -0.09 -0.48
C -0.406791 0.355881 0.550630 0.79 -0.60 1.22
O -0.462414 1.048077 -0.419607 -0.25 0.92 -1.38
C -1.133274 0.710816 1.807514 -0.24 0.12 0.05
H -0.351459 -1.699002 0.459425 0.32 -0.17 0.16
H 1.050895 -1.095293 1.385922 0.05 0.08 0.06
H 0.951536 -0.895594 -0.423970 0.36 -0.11 0.08
H -0.566055 0.435533 2.692219 -0.03 -0.10 0.11
H -2.091749 0.186260 1.830696 0.02 -0.02 0.01
H -1.341237 1.779611 1.803691 0.02 -0.04 0.07
O -2.242543 2.371174 -5.361359 -0.88 -0.33 -0.87
C -1.465487 2.709945 -4.523162 0.63 0.13 0.49
O -0.806207 3.869705 -4.572670 0.05 0.75 0.06
C -1.190500 4.772898 -5.633148 0.50 -0.19 -0.33
C -0.347349 6.017973 -5.500634 -0.16 0.25 -0.22
C -1.131706 1.922068 -3.303687 -0.95 -0.88 0.14
H -2.258673 4.981693 -5.598733 -0.02 -0.09 0.18
H -0.973723 4.287012 -6.589161 -0.17 -0.02 0.08
H 0.708372 5.775734 -5.610243 0.05 0.01 0.23
H -0.536842 6.543922 -4.565921 0.15 -0.13 0.11
H -0.589380 6.717525 -6.306110 -0.08 -0.12 0.01
H -1.619052 0.948712 -3.418094 0.29 0.00 -0.12
H -1.658012 2.339471 -2.443489 0.49 0.31 0.09
H -0.075919 1.776814 -3.117696 0.12 0.30 0.16
O 2.916600 -4.496557 0.846451 -0.64 -0.04 1.23
C 3.386123 -4.436774 -0.249936 0.32 0.25 -0.51
O 4.093893 -5.419720 -0.789809 0.25 -0.70 -0.77
C 4.069046 -6.697588 -0.140016 0.14 -0.34 0.91
C 2.688432 -7.303174 0.014007 -0.21 -0.09 0.21
C 3.233129 -3.270911 -1.170449 -0.15 0.02 -0.22
H 4.529616 -6.617367 0.852426 -0.09 0.21 -0.11
H 4.710467 -7.371396 -0.702629 0.02 0.32 -0.39
H 2.102255 -6.773568 0.763323 0.00 0.08 -0.13
H 2.793270 -8.324123 0.388634 0.08 -0.01 -0.15
H 2.129163 -7.339415 -0.921214 0.09 0.04 -0.06
H 2.960940 -3.627513 -2.163727 -0.01 0.07 -0.03
H 4.156738 -2.702914 -1.271494 0.06 -0.02 0.08
H 2.451946 -2.641277 -0.757606 0.03 0.19 -0.06
O -4.451612 4.457379 3.466761 -0.03 -0.20 0.36
C -4.212725 5.051735 2.452645 -0.06 0.37 -0.11
O -4.077968 4.471794 1.259234 0.35 0.09 -0.19
C -4.235640 3.037509 1.224390 -0.56 0.19 -0.80
C -4.272553 2.643576 -0.244312 -0.05 -0.02 0.26
C -4.035302 6.546843 2.350456 0.51 -0.29 -0.19
H -5.181888 2.821155 1.711855 0.15 -0.32 0.21
H -3.407801 2.555258 1.729706 -0.10 0.02 0.33
H -4.973586 3.269811 -0.797354 0.07 0.11 0.03
H -4.621909 1.616114 -0.338054 0.19 -0.09 0.04
H -3.276500 2.728037 -0.681996 -0.07 -0.02 -0.09
H -3.852081 6.947443 3.339867 -0.19 0.13 0.07
H -4.899329 7.001192 1.873311 -0.12 0.04 0.09
H -3.169052 6.742627 1.715102 -0.08 0.09 0.01
Br 6.303676 0.767386 1.047860 0.19 0.03 -0.03
C 5.362318 -0.800663 1.704827 -0.12 0.05 0.16
C 4.223190 -0.343131 2.580662 0.46 -0.19 0.21
Br 3.270225 -1.912921 3.235127 -0.05 0.03 -0.04
H 6.094943 -1.331900 2.299723 0.02 -0.21 -0.07
H 5.035685 -1.400172 0.863732 0.02 0.09 -0.15
H 3.516467 0.303647 2.081098 -0.10 0.04 -0.11
H 4.648290 0.134781 3.457292 -0.27 0.20 0.05
Br -2.072778 -4.120588 1.796499 0.17 0.00 -0.15
C -0.192341 -4.664572 1.764134 -0.09 0.39 -0.32
C 0.294919 -5.043770 3.121898 -0.12 -0.93 0.44
Br -0.553734 -6.733954 3.673637 0.13 0.05 0.01
H 0.372566 -3.833092 1.346925 -0.01 0.08 0.17
H -0.134872 -5.487907 1.062286 0.00 -0.13 0.03
H 0.046382 -4.375837 3.934912 0.00 0.40 -0.18
H 1.358630 -5.264097 3.124248 0.06 0.16 -0.17
Br 4.606801 3.496037 3.323407 0.03 -0.04 0.40
C 3.221811 3.945815 4.623426 0.23 0.39 -0.26
C 2.646167 2.722891 5.265310 0.19 -0.09 0.48
Br 1.570245 1.649038 4.078971 -0.05 0.02 -0.10
H 2.490410 4.561690 4.110390 -0.10 -0.13 -0.09
H 3.726249 4.570697 5.355928 -0.02 -0.10 0.14
H 2.010488 2.989889 6.107041 -0.11 0.11 -0.10
H 3.443373 2.094071 5.651568 -0.02 -0.13 -0.08
```
Forces are in eV/Å.

Results
- charge = 0
- molecular weight (g mol⁻¹) = 1118.304
- Kohn-Sham gap (eV) = 9.62
- HOMO level (Eh) = -0.3445
- maximum force (eV/Å) = 1.7
- LUMO level (eV) = 0.24
- calculated total energy (eV) = -478070.38462

=====

Molecular formula: C33H26BrF5KN8S4
Method: DFT, ωB97M-V/def2-TZVPD

The geometry in XYZ format:
```
78
Properties=species:S:1:pos:R:3:forces:R:3
K -0.365419 -0.107453 -0.709948 -0.03 -0.36 0.00
S 4.101514 0.529535 0.170894 0.01 -0.01 -0.05
C 3.791051 -0.753231 -0.856978 -0.11 -0.27 -0.07
C 4.458954 -2.010070 -0.611915 -0.10 0.32 0.00
C 4.139362 -3.155862 -1.269411 -0.27 -0.33 -0.18
C 4.757865 -4.415487 -0.929455 -0.14 0.25 -0.05
N 5.224629 -5.434800 -0.665905 -0.04 0.07 -0.02
C 3.118001 -3.111794 -2.281905 0.35 0.18 0.10
C 2.543265 -1.853119 -2.644443 0.09 -0.32 0.21
C 2.822083 -0.686426 -1.972303 0.39 0.22 0.23
S 2.038109 0.788260 -2.398074 0.03 0.07 -0.10
C 2.581568 -4.270202 -2.738049 0.10 -0.08 -0.18
N 2.069420 -5.271026 -3.095907 2.06 1.38 -1.45
H 5.212934 -2.039029 0.161934 0.02 0.08 0.03
H 1.802386 -1.832184 -3.433907 0.00 0.00 0.00
Br -3.073025 3.637424 -7.045680 0.00 -0.01 0.02
C -2.299432 3.287457 -5.346442 0.05 -0.02 -0.01
C -1.689345 2.065641 -5.112334 -0.01 0.00 0.11
C -1.128754 1.813516 -3.870091 0.09 -0.11 0.04
C -1.173764 2.776707 -2.864088 0.06 0.16 0.15
C -1.798561 3.996634 -3.122066 0.01 0.02 0.08
C -2.358509 4.259541 -4.364977 0.05 -0.01 0.04
N -0.693093 2.456776 -1.566366 -0.47 0.08 -0.34
C -0.062281 3.304795 -0.879608 0.12 0.15 -0.06
C 0.279432 3.067798 0.540310 0.05 -0.28 0.10
C 0.841167 4.091335 1.286989 0.09 0.20 -0.05
C 1.073936 3.893784 2.639217 0.04 0.06 -0.04
C 0.758253 2.670177 3.195454 0.01 -0.03 0.04
C 0.240420 1.682254 2.366105 -0.06 0.01 -0.32
N -0.005635 1.872225 1.068863 0.03 0.22 0.52
H -1.672910 1.304265 -5.880161 0.04 0.03 0.01
H -0.620065 0.875065 -3.679725 -0.06 0.05 -0.02
H -1.879751 4.729436 -2.326572 -0.01 -0.01 -0.06
H -2.841894 5.205563 -4.567120 -0.02 -0.01 0.04
H 0.256494 4.270656 -1.283789 -0.04 0.05 -0.05
H 1.093302 5.029598 0.806688 -0.03 -0.02 0.03
H 1.502647 4.682667 3.244818 -0.01 0.00 -0.02
H 0.912640 2.476750 4.249902 0.03 -0.05 -0.07
H -0.002020 0.696339 2.751943 0.03 0.09 -0.02
N 0.351906 -6.320105 -1.709161 -1.04 -0.02 1.17
C 0.450058 -5.259647 -0.677285 -0.22 -0.03 0.54
C -0.137793 -3.942762 -1.176492 0.01 0.38 0.01
N 0.308540 -2.760210 -0.434990 -0.17 -0.61 -0.15
H 0.680585 -7.202581 -1.338881 0.12 -0.08 -0.06
H 1.248080 -5.679864 -2.561080 -0.91 -1.38 0.01
H -0.612280 -6.453405 -1.988222 -0.11 0.05 -0.08
H 1.507737 -5.118467 -0.446284 0.04 -0.06 -0.02
H -0.049379 -5.544311 0.252987 0.07 -0.05 0.02
H -1.226710 -3.977848 -1.113968 -0.04 0.01 -0.09
H 0.123171 -3.816753 -2.230681 -0.11 0.11 0.04
H 1.322111 -2.725312 -0.409213 0.07 0.03 0.00
H 0.010856 -2.810116 0.531954 0.01 -0.03 0.13
F -5.221111 0.644076 -3.918153 0.07 -0.03 0.14
C -4.919445 -0.032656 -2.757145 -0.44 0.51 -0.79
C -5.920829 -0.594019 -1.902057 0.56 -0.09 0.15
F -6.087692 -0.362214 -0.567991 -0.14 0.06 0.07
C -5.059684 -1.580055 -2.498458 -0.29 -0.20 -0.13
F -5.520400 -2.527935 -3.368083 0.07 0.00 0.09
C -3.820489 -1.906403 -1.686794 -0.07 -0.08 0.12
S -3.799220 -2.825902 -0.341629 0.03 -0.03 -0.08
C -2.824049 -0.924563 -2.211189 0.50 -0.26 -0.11
F -2.635026 -1.157666 -3.575171 0.09 -0.21 -0.34
C -3.629844 0.199162 -2.086232 -0.51 -0.42 0.16
F -3.606108 0.891160 -0.963248 0.08 0.66 0.62
S 2.388771 -0.722463 4.222102 0.02 0.00 -0.11
C 1.000879 -1.612948 4.687865 0.03 0.01 0.12
C 0.571810 -2.367112 3.646901 0.18 0.04 -0.26
N 1.312956 -2.256810 2.484056 0.04 0.18 0.39
C 2.296055 -1.417037 2.648584 -0.11 -0.22 0.03
H 0.586397 -1.534089 5.683651 0.03 -0.04 -0.17
H -0.292335 -3.017067 3.667784 0.05 0.06 -0.05
H 3.027574 -1.144388 1.887852 -0.18 -0.01 0.09
C -4.285303 -0.107208 2.062675 0.24 -0.01 0.00
C -2.866387 -0.479514 2.097746 0.23 -0.14 0.13
N -1.757061 -0.788181 2.160608 -0.66 0.18 -0.15
H -4.425371 0.760972 1.421749 0.03 -0.02 -0.01
H -4.635319 0.121424 3.069116 0.07 -0.01 -0.01
H -4.867840 -0.926787 1.648113 0.02 -0.03 -0.05
```
Forces are in eV/Å.

Results
- charge = -1
- molecular weight (g mol⁻¹) = 876.887
- ΔE to the lowest compared entry with this formula, charge and spin (kJ/mol) = 774.1
- Kohn-Sham gap (eV) = 5.60
- HOMO level (Eh) = -0.1489
- maximum force (eV/Å) = 2.9
- LUMO level (eV) = 1.55
- calculated total energy (eV) = -189854.29013

=====

Molecular formula: C16H17I2N3O6
Method: DFT, ωB97M-V/def2-TZVPD

The geometry in XYZ format:
```
44
Properties=species:S:1:pos:R:3:forces:R:3
C 1.339617 -2.193812 0.486124 0.97 -0.71 -0.06
C 2.428068 -1.238702 1.174220 -0.84 0.00 0.44
I 4.325473 -1.409472 0.066895 -0.59 -2.40 -0.04
C 1.998347 0.318463 1.308316 1.04 0.05 0.01
I 3.823740 1.501256 0.861638 -0.93 1.90 1.39
N 0.986980 0.781735 0.337192 -2.00 -1.14 1.67
C -0.352991 0.833175 0.879711 -1.48 0.25 2.04
O -0.681764 1.257939 1.995648 1.82 -1.22 -3.29
O -1.411622 0.362204 0.019733 1.86 0.01 0.34
H 1.245449 -3.118197 1.147841 0.23 1.39 -1.22
H 0.300307 -1.750807 0.382560 1.42 -0.40 0.12
H 1.763389 -2.530745 -0.528961 -1.04 0.60 1.44
H 2.631880 -1.644827 2.219489 -0.05 0.77 -1.46
H 1.756617 0.600457 2.394121 -0.04 -0.41 -1.96
H 1.038524 0.304722 -0.569985 -0.13 0.17 0.57
H -1.660581 -0.550125 0.287217 0.31 0.95 0.01
C -5.311674 -3.754728 1.555499 0.03 -0.02 0.02
C -4.976392 -4.711460 2.508494 0.15 0.18 -0.14
C -3.650043 -4.878850 2.890767 0.00 -0.07 0.07
C -2.667393 -4.077981 2.314160 -0.72 0.11 -0.22
C -2.995332 -3.124126 1.354481 -0.09 0.06 -0.03
C -4.323339 -2.965135 0.975873 0.05 -0.14 0.14
N -1.272667 -4.232987 2.731575 0.43 -0.25 0.35
O -1.019519 -5.091138 3.559651 -0.11 0.43 -0.44
O -0.439052 -3.489344 2.228468 -0.71 -0.38 0.43
H -6.348755 -3.623007 1.263560 0.12 -0.01 0.02
H -5.750446 -5.325257 2.956000 0.13 0.05 -0.03
H -3.401402 -5.627435 3.634205 0.17 0.16 -0.11
H -2.234502 -2.501601 0.898361 0.06 -0.25 0.18
H -4.589769 -2.222874 0.231232 0.07 -0.07 0.08
C 2.002977 3.149234 -1.721089 -0.03 0.03 -0.13
C 3.054613 4.057304 -1.650750 -0.24 0.03 -0.26
C 3.135403 5.101942 -2.564986 0.07 0.04 0.05
C 2.152963 5.230005 -3.544461 -0.04 -0.62 0.55
C 1.101698 4.320580 -3.625553 -0.13 -0.03 -0.07
C 1.030532 3.277476 -2.708791 0.26 0.19 0.06
N 2.220188 6.343091 -4.493864 0.05 0.44 -0.37
O 3.166240 7.110537 -4.405016 -0.38 -0.34 -0.02
O 1.324593 6.443172 -5.318100 0.34 -0.07 0.33
H 1.939420 2.337533 -1.002202 0.01 0.36 -0.22
H 3.810371 3.952370 -0.880371 -0.08 0.05 -0.10
H 3.959601 5.802964 -2.499649 -0.20 0.02 -0.17
H 0.336446 4.411406 -4.388047 0.20 0.17 0.03
H 0.213804 2.565049 -2.761207 0.05 0.10 -0.03
```
Forces are in eV/Å.

Results
- charge = 0
- molecular weight (g mol⁻¹) = 601.135
- Kohn-Sham gap (eV) = 6.96
- HOMO level (Eh) = -0.2991
- maximum force (eV/Å) = 4.0
- LUMO level (eV) = -1.18
- calculated total energy (eV) = -49816.98813